No. 1
A molecular structure, C58H58N4O2PS3Sn at a distorted geometry, computed with the ωB97M-V functional and the def2-TZVPD basis.

Summary:
- Net charge: +1
- HOMO level: -9.770 eV
- Frontier orbital gap: 7.8 eV
- E: -4364.5471 a.u.
- Lowest unoccupied orbital energy: -1.994 eV
- Max |F|: 1.603 eV/A
- Spin multiplicity: 1

Element x y z (Å)
Sn1 1.209190 -0.848531 -1.094505
C1 -0.717310 -5.804131 5.280795
C2 -0.866210 -4.777131 4.203395
C3 -0.549910 -5.087031 2.882095
C4 -0.708010 -4.156331 1.869095
C5 -1.207710 -2.906031 2.179295
C6 -1.525410 -2.574831 3.488495
C7 -1.358010 -3.508931 4.493195
S1 -1.369210 -1.581931 0.985095
O1 -0.801310 -2.110031 -0.306705
C8 -3.161310 -1.572031 0.792195
C9 -4.060710 -2.214631 1.651595
C10 -5.394010 -1.914331 1.598495
C11 -5.883910 -0.931431 0.714595
C12 -7.242610 -0.557631 0.678295
C13 -7.679010 0.408869 -0.186105
C14 -6.778910 1.042169 -1.057305
C15 -5.459010 0.692669 -1.057205
C16 -4.978210 -0.293031 -0.168805
C17 -3.605310 -0.641731 -0.114905
C18 -2.707110 -0.087031 -1.143605
C19 -2.887010 -0.594231 -2.463505
C20 -3.785810 -1.645731 -2.734905
C21 -3.953210 -2.110831 -4.009105
C22 -3.222010 -1.553431 -5.067605
C23 -2.342310 -0.533031 -4.835605
C24 -2.155510 -0.027231 -3.534605
C25 -1.256410 1.026369 -3.263505
C26 -1.027510 1.435769 -1.980505
C27 -1.774010 0.887569 -0.920205
S2 -1.351310 1.510069 0.731095
O2 -2.295910 0.935769 1.700995
C28 -1.938510 3.185969 0.387395
C29 -3.284010 3.487269 0.442995
C30 -3.700610 4.768669 0.130995
C31 -2.778110 5.745069 -0.231305
C32 -3.215610 7.135169 -0.562305
C33 -1.423210 5.425069 -0.253305
C34 -0.999310 4.149069 0.061495
H1 -1.450310 -6.595131 5.120895
H2 -0.880110 -5.371031 6.265495
H3 0.271090 -6.259431 5.250495
H4 -0.174210 -6.073231 2.652595
H5 -0.452710 -4.382831 0.844095
H6 -1.922410 -1.594431 3.698995
H7 -1.627210 -3.264831 5.510895
H8 -3.702410 -2.957531 2.344395
H9 -6.088310 -2.416731 2.254695
H10 -7.925110 -1.056131 1.348995
H11 -8.720710 0.688669 -0.211205
H12 -7.138510 1.799169 -1.739105
H13 -4.760510 1.167469 -1.731205
H14 -4.338410 -2.087331 -1.922205
H15 -4.650110 -2.912731 -4.200405
H16 -3.359810 -1.936131 -6.066505
H17 -1.766810 -0.105431 -5.643305
H18 -0.758010 1.509069 -4.090505
H19 -0.315710 2.225069 -1.767305
H20 -3.986810 2.722369 0.735995
H21 -4.750610 5.018269 0.174495
H22 -4.292410 7.185069 -0.698105
H23 -2.722310 7.484769 -1.467705
H24 -2.941910 7.811169 0.248095
H25 -0.699810 6.186569 -0.506505
H26 0.050990 3.894269 0.066395
C35 3.104990 -1.434831 5.424495
C36 1.714390 -1.659631 4.834195
N1 1.424990 -0.791731 3.705395
C37 0.997890 0.557169 4.052895
C38 -0.487110 0.682169 4.377995
C39 1.586290 -1.185331 2.433195
C40 2.305490 -2.464431 2.143695
N2 1.178590 -0.506231 1.410595
H27 3.255490 -2.090531 6.276495
H28 3.216190 -0.407231 5.761895
H29 3.881090 -1.636231 4.693095
H30 0.968890 -1.456831 5.607695
H31 1.600490 -2.698431 4.523595
H32 1.258490 1.232269 3.233395
H33 1.585490 0.862869 4.923195
H34 -1.105610 0.492369 3.505795
H35 -0.697310 1.694069 4.713895
H36 -0.770710 -0.007131 5.169095
H37 3.281590 -2.483031 2.622895
H38 2.431490 -2.541431 1.059695
H39 1.728890 -3.320031 2.492095
H40 0.654590 0.325069 1.657095
C41 3.670990 -2.354631 -7.041905
C42 3.005590 -1.781231 -5.839305
C43 2.267290 -0.594731 -5.925305
C44 1.678490 -0.136731 -4.769205
N3 1.783390 -0.780731 -3.615705
C45 2.515390 -1.909831 -3.621805
S3 2.617290 -2.738031 -2.115105
N4 3.122090 -2.412431 -4.683305
H41 2.937590 -2.490531 -7.835505
H42 4.135890 -3.306731 -6.807105
H43 4.425590 -1.661531 -7.412905
H44 2.152790 -0.055031 -6.850405
H45 1.101390 0.776269 -4.755605
C46 5.580090 -0.722331 -0.180105
P1 3.930690 0.084269 -0.329705
C47 3.990090 0.848269 -1.977305
C48 3.058690 1.850969 -2.246605
C49 3.023990 2.460069 -3.485205
C50 3.878690 2.030569 -4.489505
C51 4.760390 0.991369 -4.246405
C52 4.827490 0.407869 -2.992705
C53 4.208690 1.527869 0.765595
C54 4.630690 2.764269 0.295995
C55 4.797290 3.819369 1.174695
C56 4.542190 3.647569 2.524495
C57 4.143090 2.410369 3.003195
C58 3.978590 1.353469 2.126995
H46 6.367590 -0.057731 -0.538005
H47 5.578290 -1.652131 -0.746605
H48 5.752890 -0.950131 0.872095
H49 2.388890 2.168969 -1.452905
H50 2.332090 3.267269 -3.675405
H51 3.852190 2.504769 -5.459305
H52 5.405390 0.630369 -5.033205
H53 5.527890 -0.392831 -2.808305
H54 4.837290 2.902769 -0.755105
H55 5.123790 4.775969 0.797695
H56 4.663390 4.470169 3.209995
H57 3.953390 2.281069 4.058295
H58 3.675490 0.377269 2.479595

Cartesian forces (eV/Å) of the 6 atoms listed first:
Sn -0.2 0.4 0.1
C 0.0 -0.1 0.0
C 0.0 0.1 -0.1
C 0.0 0.1 0.1
C -0.1 0.1 -0.3
C 0.1 0.4 0.2

=====

No. 2
A molecular structure, C58H60BiBrFN7O10, computed with the ωB97M-V functional and the def2-TZVPD basis.

Summary:
- Net charge: -2
- HOMO level: -2.112 eV
- Frontier orbital gap: 5.7 eV
- E: -6270.4765 a.u.
- Lowest unoccupied orbital energy: 3.545 eV
- Max |F|: 0.646 eV/A
- Spin multiplicity: 1

Element x y z (Å)
Bi1 -0.023131 -0.481930 0.215791
O1 -1.492427 0.188980 -1.569208
C1 -2.747723 0.311592 -1.717250
C2 -3.299880 0.271887 -3.039961
C3 -4.643310 0.376242 -3.278278
C4 -5.561508 0.561364 -2.226380
C5 -5.061708 0.643027 -0.949245
C6 -3.690750 0.532066 -0.658663
C7 -3.326505 0.690436 0.730591
N1 -2.163644 0.628413 1.251982
C8 -2.043516 0.881496 2.680636
C9 -0.638493 1.408438 2.961791
N2 0.270025 0.313045 2.701780
C10 0.879930 -0.204035 3.695028
C11 1.555628 -1.479235 3.743151
C12 2.513061 -1.675580 4.747871
C13 3.162404 -2.876297 4.923958
C14 2.811767 -3.942413 4.071853
C15 1.837831 -3.809670 3.118000
C16 1.135715 -2.574100 2.901278
O2 0.180049 -2.505945 2.077136
H1 -2.591319 0.133605 -3.847778
H2 -5.006189 0.318380 -4.300449
H3 -6.624433 0.634156 -2.417712
H4 -5.741074 0.805562 -0.116286
H5 -4.175469 0.934413 1.386917
H6 -2.157958 -0.062124 3.223500
H7 -2.813383 1.579981 3.033857
H8 -0.564392 1.778279 3.994735
H9 -0.424931 2.230785 2.270501
H10 0.856455 0.351089 4.647232
H11 2.763825 -0.832750 5.388794
H12 3.920071 -2.998157 5.687259
H13 3.317114 -4.897591 4.184438
H14 1.559185 -4.638655 2.477648
C17 -3.249001 -6.876523 -3.673857
C18 -1.718654 -6.898395 -3.689460
C19 -1.267853 -6.903234 -5.156668
C20 -1.244468 -8.197135 -3.020224
C21 -1.128202 -5.696665 -2.954235
C22 -1.872628 -4.881257 -2.116032
C23 -1.285464 -3.804040 -1.477876
Br1 -2.386479 -2.859751 -0.242507
C24 0.058141 -3.390103 -1.678168
O3 0.547336 -2.273004 -1.265993
C25 0.857115 -4.343570 -2.400630
C26 0.235893 -5.413183 -3.027016
C27 2.400638 -4.317180 -2.461359
C28 2.872257 -4.411241 -3.922224
C29 3.093500 -3.096981 -1.848037
C30 2.916508 -5.545772 -1.690955
H15 -3.636698 -7.676889 -4.310657
H16 -3.632968 -5.923533 -4.042759
H17 -3.643465 -7.031801 -2.667501
H18 -1.695807 -7.762624 -5.683509
H19 -0.182645 -6.961316 -5.245556
H20 -1.593952 -5.989739 -5.658429
H21 -1.677250 -9.075459 -3.512719
H22 -1.536023 -8.208404 -1.968215
H23 -0.156338 -8.279490 -3.064482
H24 -2.922628 -5.066885 -1.931563
H25 0.866463 -6.094270 -3.589156
H26 2.441906 -3.598411 -4.511509
H27 2.596221 -5.356569 -4.394993
H28 3.962303 -4.324112 -3.962153
H29 2.889718 -2.194828 -2.424231
H30 4.173158 -3.275959 -1.859352
H31 2.784407 -2.899682 -0.824196
H32 2.495746 -6.475391 -2.082162
H33 2.641597 -5.466365 -0.637011
H34 4.007635 -5.599852 -1.756318
C31 -3.923098 7.518281 1.332404
O4 -2.641500 6.989385 1.060752
C32 -2.205518 7.058685 -0.235754
C33 -2.675808 7.972402 -1.162914
C34 -2.169114 7.967642 -2.460570
C35 -1.194812 7.049518 -2.814368
C36 -0.721612 6.134766 -1.882042
C37 -1.223584 6.122027 -0.587525
N3 -0.782816 5.195268 0.366481
C38 -0.608642 3.836584 -0.123459
N4 0.700213 3.489577 -0.133065
C39 1.352096 2.577950 -1.022132
C40 1.201114 1.207396 -1.004763
C41 1.959287 0.486430 -1.946012
C42 2.865655 1.084840 -2.796765
C43 3.042587 2.468450 -2.769038
C44 2.269609 3.201273 -1.890980
O5 2.343877 4.583311 -1.800804
C45 3.378169 5.218593 -2.509216
N5 -1.553483 3.089044 -0.528567
C46 -2.855069 3.570414 -0.653602
C47 -3.634733 3.937215 0.433663
C48 -4.964409 4.325555 0.283760
C49 -5.527631 4.351214 -0.978088
C50 -4.763593 3.998461 -2.090529
C51 -3.439198 3.617545 -1.935087
O6 -2.621654 3.258231 -2.951388
C52 -3.166841 3.238356 -4.248821
H35 -4.195929 7.171019 2.326241
H36 -4.655162 7.150390 0.610091
H37 -3.913616 8.612776 1.325573
H38 -3.441592 8.683760 -0.884710
H39 -2.547950 8.676972 -3.185567
H40 -0.800573 7.032969 -3.822856
H41 0.027421 5.401146 -2.157000
H42 -1.373431 5.223384 1.185914
H43 1.276572 4.282090 0.099896
H44 1.851520 -0.590345 -1.997329
H45 3.452065 0.479846 -3.480542
H46 3.758200 2.945175 -3.423728
H47 3.324334 6.274587 -2.250222
H48 3.252597 5.110472 -3.591381
H49 4.358038 4.821783 -2.227117
H50 -3.178639 3.900362 1.416429
H51 -5.551286 4.592717 1.154901
H52 -6.567099 4.626166 -1.111153
H53 -5.213650 4.013283 -3.073056
H54 -3.986254 2.516980 -4.322404
H55 -3.518467 4.231918 -4.547894
H56 -2.359780 2.928253 -4.908021
F1 6.050501 -0.374514 4.956795
C53 6.048865 -0.996704 3.763865
C54 5.410699 -0.473901 2.713888
N6 5.390971 -1.079825 1.481581
C55 4.671828 -0.400170 0.389782
C56 3.262532 0.008736 0.860252
O7 3.149130 1.142533 1.348093
O8 2.384072 -0.887837 0.721026
C57 6.034163 -2.273850 1.264783
O9 6.130977 -2.826707 0.188093
N7 6.619911 -2.814320 2.403752
C58 6.714183 -2.277580 3.679444
O10 7.305043 -2.855197 4.573695
H57 4.854992 0.454884 2.779248
H58 4.617481 -1.083951 -0.451290
H59 5.230491 0.496782 0.119877
H60 7.043314 -3.719542 2.269877

Cartesian forces (eV/Å) of the 6 atoms listed first:
Bi 0.6 -0.2 0.0
O -0.1 -0.3 0.2
C 0.1 0.1 -0.1
C -0.1 -0.2 0.1
C 0.0 -0.1 0.1
C 0.1 -0.1 -0.1

=====

No. 3
A molecular structure, C58H60O10P2Pd at a distorted geometry, computed with the ωB97M-V functional and the def2-TZVPD basis.

Summary:
- Net charge: 0
- HOMO level: -6.982 eV
- Frontier orbital gap: 6.4 eV
- E: -3809.1577 a.u.
- Lowest unoccupied orbital energy: -0.566 eV
- Max |F|: 4.860 eV/A
- Spin multiplicity: 1

Element x y z (Å)
C1 -3.805801 2.788695 -4.136496
C2 -2.835682 1.646504 -4.283172
O1 -3.585727 0.499310 -3.808949
C3 -2.772991 -0.566229 -3.752222
C4 -3.229004 -1.612880 -2.773445
C5 -2.734882 -3.069139 -3.196126
C6 -2.505084 -3.314449 -4.703844
C7 -1.880634 -4.688169 -5.030475
C8 -0.643548 -4.982775 -4.175650
C9 -0.952274 -4.815186 -2.695700
C10 -1.513109 -3.435806 -2.394150
C11 -4.749447 -1.821382 -2.497813
O2 -5.310780 -2.915608 -2.418082
O3 -5.473763 -0.714503 -2.331562
C12 -6.809561 -0.967794 -1.840502
C13 -7.461626 0.385423 -1.839967
O4 -1.718715 -0.600430 -4.369005
H1 -3.313425 3.716462 -4.468785
H2 -4.701836 2.600384 -4.748463
H3 -4.111053 2.905443 -3.081972
H4 -2.555903 1.452885 -5.333428
H5 -1.926669 1.797736 -3.665261
H6 -3.540884 -3.778179 -2.949829
H7 -3.444372 -3.217624 -5.274863
H8 -1.820693 -2.543235 -5.077759
H9 -2.625281 -5.483265 -4.880832
H10 -1.611606 -4.731606 -6.094515
H11 -0.284952 -6.002771 -4.357738
H12 0.166846 -4.297634 -4.459446
H13 -1.682189 -5.570628 -2.378101
H14 -0.059998 -4.947104 -2.080978
H15 -0.773279 -2.660054 -2.622129
H16 -1.800844 -3.376182 -1.341771
H17 -7.303766 -1.666817 -2.512163
H18 -6.735655 -1.395683 -0.837808
H19 -8.454568 0.312169 -1.400925
H20 -6.880816 1.101271 -1.252028
H21 -7.559052 0.765707 -2.861601
C14 5.192658 3.210277 3.075647
C15 4.147410 4.124226 3.202086
C16 2.885042 3.694182 3.624149
C17 2.705030 2.335087 3.856613
O5 1.382803 1.858077 4.041752
P1 0.253428 1.957855 2.867741
O6 -1.069254 1.479526 3.680002
C18 -1.195538 1.198893 5.053235
C19 -2.010616 2.028362 5.822423
C20 -2.111007 1.761201 7.189577
C21 -1.436293 0.668553 7.743491
C22 -0.640251 -0.153746 6.940646
C23 -0.521293 0.098166 5.574186
O7 0.013455 3.572334 2.726152
C24 -1.187634 4.275090 2.634518
C25 -1.122871 5.590884 3.093127
C26 -2.300048 6.332282 3.139687
C27 -3.497685 5.776225 2.695319
C28 -3.531507 4.469753 2.203962
C29 -2.360733 3.701589 2.152890
Pd1 0.740824 1.086438 0.858174
P2 2.152397 -0.687768 0.856727
O8 3.692965 -0.114213 0.813759
C30 4.937435 -0.759495 0.724690
C31 5.815870 -0.314941 -0.262769
C32 6.952086 -1.083862 -0.507137
C33 7.220317 -2.197519 0.282119
C34 6.365957 -2.567202 1.326349
C35 5.229595 -1.804123 1.584196
O9 2.135371 -1.847227 2.023922
C36 1.790199 -3.200558 1.855497
C37 2.706882 -4.153594 2.286931
C38 2.517571 -5.482812 1.896620
C39 1.380653 -5.844595 1.174425
C40 0.420624 -4.884266 0.842437
C41 0.606452 -3.544761 1.205376
O10 2.145903 -1.676221 -0.449734
C42 2.947467 -1.628682 -1.593182
C43 3.696033 -2.769835 -1.886705
C44 4.638932 -2.682526 -2.909972
C45 4.762530 -1.509199 -3.649157
C46 3.937746 -0.412263 -3.390460
C47 2.984091 -0.478361 -2.370127
C48 -0.714482 1.091432 -0.971224
C49 -0.428962 2.569900 -1.092387
C50 0.896368 3.045911 -1.188555
C51 1.193061 4.409738 -1.197158
C52 0.158552 5.347830 -1.126061
C53 -1.170176 4.907963 -1.104135
C54 -1.459676 3.544039 -1.095468
C55 -2.095818 0.589413 -1.017127
C56 -2.737547 -0.661888 -1.385061
C57 3.734315 1.403964 3.763419
C58 4.992706 1.855472 3.346006
H22 6.186905 3.550207 2.771832
H23 4.300455 5.181020 2.979979
H24 2.063741 4.394577 3.735881
H25 -2.538016 2.851254 5.341532
H26 -2.718956 2.415926 7.813810
H27 -1.533837 0.452523 8.810057
H28 -0.096367 -0.995673 7.364783
H29 0.060262 -0.543238 4.915009
H30 -0.151419 5.968018 3.413208
H31 -2.252991 7.344012 3.532116
H32 -4.409273 6.367848 2.731168
H33 -4.466668 4.026141 1.863110
H34 -2.364999 2.694178 1.720550
H35 5.547261 0.571492 -0.840741
H36 7.607624 -0.787946 -1.325749
H37 8.122888 -2.777556 0.092992
H38 6.565652 -3.432378 1.948545
H39 4.557897 -2.018510 2.423561
H40 3.565101 -3.838284 2.880134
H41 3.272576 -6.220512 2.168115
H42 1.234351 -6.884718 0.880357
H43 -0.480772 -5.164976 0.294291
H44 -0.147329 -2.787749 0.985264
H45 3.545234 -3.660797 -1.279644
H46 5.275267 -3.544172 -3.111683
H47 5.505164 -1.447456 -4.445832
H48 4.029621 0.505583 -3.971437
H49 2.296393 0.344018 -2.158064
H50 -0.004261 0.432708 -1.519407
H51 1.733102 2.330012 -1.230575
H52 2.227054 4.749383 -1.261970
H53 0.378202 6.412120 -1.111847
H54 -1.987238 5.629667 -1.096493
H55 -2.503792 3.189215 -1.072337
H56 -2.756266 1.140125 -0.315316
H57 -2.021438 -1.523722 -1.316737
H58 -3.724936 -0.733877 -0.869619
H59 3.542683 0.353369 3.972193
H60 5.802413 1.136304 3.255086

Cartesian forces (eV/Å) of the 6 atoms listed first:
C 0.0 0.5 -0.1
C -0.5 0.3 -0.3
O 1.1 0.0 0.1
C -0.1 -0.1 -1.2
C -1.4 0.8 -1.8
C 0.1 -0.4 0.4

=====

Which of these has the highest HOMO level? C58H60BiBrFN7O10

=====

Look up the max |F| of the second one. 0.646 eV/A

=====

Among the records above, which one has the highest HOMO level? C58H60BiBrFN7O10